# 1
DFT (ωB97M-V/def2-TZVPD) results for 4 unconnected molecules or ions with the total composition C31H35FN3O3S.

Each line ends with the Mulliken charge.
CARTESIAN COORDINATES (ANGSTROEM)
C1 -2.261 -1.929 5.200  -0.28
C2 -2.489 -0.682 4.803  -0.12
C3 -3.109 0.760 4.364  -0.64
C4 -2.545 1.198 2.885  0.13
N1 -3.382 0.774 1.826  -0.85
N2 -2.875 1.212 0.676  0.94
C5 -3.741 0.832 -0.532  -0.76
C6 -2.924 0.040 -1.677  -0.30
C7 -2.798 -1.555 -1.444  -0.37
C8 -1.683 -2.084 -2.535  -0.59
N3 -0.277 -1.890 -2.040  -0.53
C9 -1.723 1.972 0.387  -0.01
C10 -0.718 2.439 1.477  -0.33
S1 0.800 3.422 1.098  1.38
O1 0.692 3.817 -0.380  -0.57
O2 2.031 2.526 1.185  -0.29
F1 0.916 4.812 2.054  -0.25
C11 -1.217 1.985 2.899  -0.08
C12 -0.393 2.353 4.227  -0.36
C13 1.166 1.833 4.120  -0.05
O3 2.155 2.630 4.138  -0.43
H1 -2.386 -3.012 5.603  0.36
H2 -4.271 0.661 4.307  0.37
H3 -2.905 1.572 5.162  0.38
H4 -4.629 0.149 -0.225  0.34
H5 -4.174 1.826 -0.918  0.36
H6 -1.871 0.445 -1.899  0.23
H7 -3.532 0.177 -2.666  0.21
H8 -3.784 -2.103 -1.750  0.24
H9 -2.545 -1.868 -0.363  0.28
H10 -1.910 -3.174 -2.883  0.22
H11 -1.783 -1.441 -3.507  0.30
H12 -0.071 -0.876 -2.217  0.28
H13 -0.305 -1.950 -0.993  0.24
H14 -1.496 2.271 -0.709  0.55
H15 -0.796 1.903 5.203  0.30
H16 -0.310 3.515 4.262  0.34
H17 1.335 0.676 4.071  0.33
C14 5.487 -1.793 3.082  -0.39
C15 5.084 -0.497 2.770  -0.60
C16 4.013 -0.289 1.905  -0.10
C17 3.338 -1.378 1.359  -0.53
C18 3.739 -2.674 1.673  -0.38
C19 4.816 -2.882 2.531  -0.40
H18 6.324 -1.955 3.753  0.37
H19 5.606 0.352 3.202  0.39
H20 3.704 0.722 1.658  0.45
H21 2.500 -1.216 0.688  0.51
H22 3.212 -3.523 1.248  0.36
H23 5.131 -3.892 2.771  0.36
C20 6.753 4.146 -0.631  -0.42
C21 5.881 4.135 0.454  -0.56
C22 4.505 4.133 0.242  -0.12
C23 4.001 4.131 -1.057  -0.02
C24 4.874 4.138 -2.142  -0.59
C25 6.250 4.150 -1.929  -0.36
H24 7.826 4.151 -0.466  0.37
H25 6.274 4.130 1.466  0.37
H26 3.826 4.131 1.087  0.29
H27 2.929 4.125 -1.223  0.28
H28 4.481 4.135 -3.154  0.36
H29 6.929 4.161 -2.775  0.37
C26 -5.829 -4.979 -4.168  -0.44
C27 -5.103 -5.849 -4.977  -0.37
C28 -4.084 -5.360 -5.789  -0.39
C29 -3.783 -4.000 -5.785  -0.44
C30 -4.506 -3.130 -4.973  -0.31
C31 -5.532 -3.618 -4.168  -0.34
H30 -6.626 -5.360 -3.538  0.36
H31 -5.333 -6.910 -4.975  0.36
H32 -3.523 -6.038 -6.424  0.37
H33 -2.985 -3.619 -6.414  0.37
H34 -4.271 -2.070 -4.969  0.43
H35 -6.100 -2.939 -3.540  0.39

## Properties
Total charge ... +1
DFT total energy ... -2089.6230 hartree

=====

# 2
DFT (ωB97M-V/def2-TZVPD) results for 5 unconnected molecules or ions with the total composition C31H35N6O11PS.

Each line ends with the Mulliken charge.
CARTESIAN COORDINATES (ANGSTROEM)
C1 0.602 -5.555 2.447  -0.64
C2 -0.208 -5.042 1.090  -0.34
N1 -0.004 -3.577 0.773  -0.22
C3 -0.463 -2.668 1.907  0.22
O1 -1.461 -3.093 2.698  -0.48
O2 0.182 -1.326 2.053  -0.31
C4 0.747 -1.181 3.426  -0.24
P1 -0.453 -0.211 4.603  0.22
S1 -1.735 -1.353 5.518  -0.35
N2 2.048 -0.428 3.292  0.52
C5 1.860 1.054 3.060  -1.10
C6 3.042 -0.740 4.383  0.49
C7 2.783 -1.574 5.765  -0.85
O3 4.317 -0.308 4.172  -0.60
H1 -0.206 -6.069 3.148  0.23
H2 1.161 -4.687 3.002  0.10
H3 1.381 -6.373 2.139  0.29
H4 0.285 -5.653 0.192  0.31
H5 -1.343 -5.372 1.158  0.24
H6 -0.644 -3.334 -0.041  0.32
H7 0.915 -2.291 3.815  0.23
H8 -1.074 0.828 3.770  0.10
H9 0.328 0.472 5.603  0.10
H10 1.991 1.728 4.010  0.40
H11 2.720 1.380 2.299  0.26
H12 0.851 1.349 2.537  0.30
H13 3.603 -2.440 5.829  0.27
H14 1.746 -2.104 5.855  0.28
H15 2.932 -0.937 6.754  0.27
O4 3.218 0.822 -4.669  -0.61
N3 2.616 0.248 -3.749  1.04
O5 1.418 -0.069 -3.784  -0.61
C8 3.373 -0.075 -2.534  0.02
C9 4.721 0.298 -2.436  -0.44
C10 5.429 0.009 -1.268  -0.41
C11 4.798 -0.648 -0.211  -0.55
C12 3.459 -1.028 -0.315  -0.28
C13 2.739 -0.743 -1.477  -0.29
H16 5.227 0.811 -3.251  0.43
H17 6.474 0.301 -1.180  0.38
H18 5.353 -0.866 0.700  0.41
H19 2.975 -1.543 0.512  0.40
H20 1.695 -1.042 -1.542  0.48
O6 -4.098 3.488 -3.928  -0.60
N4 -4.265 2.650 -4.827  1.00
O7 -5.350 2.426 -5.383  -0.59
C14 -3.101 1.867 -5.256  0.04
C15 -1.863 2.061 -4.628  -0.49
C16 -0.765 1.296 -5.025  -0.30
C17 -0.902 0.350 -6.042  -0.55
C18 -2.133 0.166 -6.673  -0.22
C19 -3.239 0.923 -6.283  -0.35
H21 -1.740 2.794 -3.834  0.44
H22 0.198 1.435 -4.538  0.36
H23 -0.044 -0.248 -6.344  0.41
H24 -2.231 -0.571 -7.467  0.37
H25 -4.193 0.766 -6.783  0.47
O8 0.865 3.372 5.257  -0.58
N5 1.396 4.300 5.885  0.95
O9 1.425 4.383 7.122  -0.57
C20 2.029 5.375 5.112  0.06
C21 1.986 5.341 3.711  -0.10
C22 2.569 6.379 2.982  -0.52
C23 3.191 7.437 3.645  -0.38
C24 3.241 7.464 5.040  -0.44
C25 2.659 6.433 5.781  -0.36
H26 1.505 4.523 3.179  0.42
H27 2.535 6.364 1.894  0.37
H28 3.639 8.247 3.072  0.37
H29 3.730 8.291 5.550  0.37
H30 2.704 6.470 6.867  0.43
O10 -3.669 -3.209 -6.544  -0.58
N6 -4.396 -3.933 -5.848  0.97
O11 -4.512 -5.158 -5.994  -0.58
C26 -5.174 -3.295 -4.779  -0.09
C27 -5.101 -1.906 -4.602  -0.07
C28 -5.863 -1.302 -3.600  -0.29
C29 -6.684 -2.078 -2.781  -0.50
C30 -6.747 -3.462 -2.953  -0.44
C31 -5.992 -4.077 -3.954  -0.36
H31 -4.466 -1.287 -5.232  0.36
H32 -5.818 -0.224 -3.459  0.40
H33 -7.281 -1.602 -2.005  0.38
H34 -7.388 -4.060 -2.309  0.37
H35 -6.055 -5.157 -4.077  0.43

## Properties
Structure (SMILES) ... CCNC(=O)O[C@H]([PH2]=S)N(C)C(C)=O.O=[N+]([O-])c1ccccc1.O=[N+]([O-])c1ccccc1.O=[N+]([O-])c1ccccc1.O=[N+]([O-])c1ccccc1
DFT total energy ... -3097.4177 hartree

=====

# 3
DFT (ωB97M-V/def2-TZVPD) results for a molecular structure, C31H35P2S2SbZr.

Each line ends with the natural charge from an NBO analysis.
CARTESIAN COORDINATES (ANGSTROEM)
Zr1 -0.725 2.008 -0.516  1.50
S1 -0.076 2.447 1.805  -0.44
P1 0.478 0.443 1.473  1.44
C1 0.326 0.231 -0.229  -1.45
P2 1.546 0.601 -1.400  1.48
S2 0.722 2.195 -2.494  -0.45
C2 1.790 -0.771 -2.510  -0.47
C3 1.835 -2.051 -1.952  -0.13
C4 2.055 -3.149 -2.766  -0.21
C5 2.215 -2.972 -4.135  -0.16
C6 2.159 -1.701 -4.690  -0.19
C7 1.947 -0.595 -3.881  -0.16
C8 3.129 1.146 -0.778  -0.48
C9 4.193 0.241 -0.758  -0.17
C10 5.428 0.643 -0.270  -0.18
C11 5.609 1.943 0.178  -0.16
C12 4.556 2.848 0.146  -0.22
C13 3.318 2.452 -0.326  -0.12
C14 2.072 0.129 2.202  -0.37
C15 2.499 -1.202 2.189  -0.20
C16 3.724 -1.530 2.738  -0.20
C17 4.520 -0.535 3.298  -0.16
C18 4.093 0.783 3.313  -0.19
C19 2.865 1.123 2.761  -0.19
C20 -0.729 -0.592 2.287  -0.36
C21 -1.341 -1.624 1.577  -0.23
C22 -2.278 -2.434 2.208  -0.21
C23 -2.605 -2.204 3.537  -0.17
C24 -1.990 -1.177 4.246  -0.19
C25 -1.049 -0.373 3.627  -0.19
H1 1.695 -2.191 -0.886  0.21
H2 2.098 -4.141 -2.338  0.23
H3 2.381 -3.829 -4.773  0.24
H4 2.281 -1.569 -5.757  0.24
H5 1.913 0.391 -4.325  0.23
H6 4.074 -0.767 -1.128  0.23
H7 6.252 -0.056 -0.260  0.24
H8 6.578 2.259 0.539  0.24
H9 4.704 3.868 0.474  0.24
H10 2.517 3.181 -0.369  0.21
H11 1.872 -1.986 1.779  0.22
H12 4.058 -2.558 2.743  0.24
H13 5.475 -0.794 3.734  0.24
H14 4.711 1.551 3.756  0.24
H15 2.533 2.153 2.776  0.24
H16 -1.067 -1.808 0.544  0.23
H17 -2.737 -3.251 1.668  0.23
H18 -3.334 -2.836 4.027  0.24
H19 -2.241 -1.008 5.284  0.24
H20 -0.569 0.419 4.190  0.23
C26 -5.184 0.514 1.753  -0.63
C27 -4.915 -0.146 0.409  -0.66
Sb1 -3.298 0.675 -0.666  1.04
C28 -2.887 -0.639 -2.293  -0.69
C29 -4.164 -1.169 -2.941  -0.63
C30 -4.080 2.259 -1.879  -0.73
C31 -4.053 3.618 -1.190  -0.60
H21 -6.058 0.057 2.216  0.25
H22 -5.390 1.580 1.653  0.22
H23 -4.341 0.389 2.433  0.22
H24 -5.746 -0.049 -0.291  0.25
H25 -4.668 -1.204 0.505  0.24
H26 -2.242 -1.438 -1.924  0.24
H27 -2.293 -0.061 -3.006  0.23
H28 -4.716 -1.828 -2.269  0.22
H29 -3.927 -1.746 -3.835  0.24
H30 -4.836 -0.367 -3.248  0.21
H31 -5.090 1.987 -2.191  0.25
H32 -3.476 2.256 -2.791  0.23
H33 -4.715 3.656 -0.325  0.23
H34 -4.351 4.418 -1.867  0.25
H35 -3.052 3.889 -0.813  0.16

## Properties
Total charge ... +2
DFT total energy ... -2968.1898 hartree

=====

# 4
DFT (ωB97M-V/def2-TZVPD) results for a molecular structure, C31H36FeN2O2P2S.

Each line ends with the Mulliken spin population.
CARTESIAN COORDINATES (ANGSTROEM)
Fe1 -1.476 0.476 1.199  1.19
C1 -2.200 -0.664 3.759  0.00
C2 -2.490 -1.624 2.629  0.02
N1 -2.948 -0.838 1.457  -0.07
C3 -4.328 -0.281 1.574  0.00
C4 -4.407 1.078 0.917  0.00
S1 -3.061 2.166 1.419  -0.08
C5 -3.137 2.252 3.228  0.00
C6 -1.796 1.804 3.765  0.00
N2 -1.425 0.482 3.202  -0.04
H1 -3.106 -0.282 4.228  0.00
H2 -1.643 -1.177 4.542  0.00
H3 -1.568 -2.130 2.332  0.00
H4 -3.208 -2.393 2.921  -0.01
H5 -2.924 -1.438 0.637  0.00
H6 -5.046 -0.944 1.090  0.00
H7 -4.604 -0.249 2.627  0.00
H8 -4.275 0.998 -0.165  0.00
H9 -5.363 1.571 1.096  0.00
H10 -3.324 3.288 3.509  0.00
H11 -3.981 1.661 3.582  0.00
H12 -1.023 2.514 3.465  0.00
H13 -1.812 1.780 4.857  0.00
H14 -0.434 0.340 3.384  0.00
O1 -1.471 0.269 -0.618  0.00
P1 -0.429 0.111 -1.774  0.00
C7 1.040 1.040 -1.253  0.00
P2 1.618 0.529 0.380  -0.03
O2 0.368 0.359 1.308  0.02
C8 2.496 -1.012 0.225  0.00
C9 2.051 -2.178 0.843  0.00
C10 2.797 -3.341 0.714  0.00
C11 3.978 -3.331 -0.017  0.00
C12 4.429 -2.165 -0.629  0.00
C13 3.690 -1.003 -0.504  0.00
C14 2.729 1.748 1.007  0.00
C15 3.286 2.727 0.181  0.00
C16 4.177 3.645 0.715  0.00
C17 4.502 3.593 2.063  0.00
C18 3.945 2.621 2.889  0.00
C19 3.060 1.696 2.367  0.00
C20 0.030 -1.594 -1.967  0.00
C21 -0.695 -2.594 -1.319  0.00
C22 -0.344 -3.924 -1.483  0.00
C23 0.737 -4.255 -2.290  0.00
C24 1.464 -3.263 -2.940  0.00
C25 1.110 -1.934 -2.786  0.00
C26 -1.004 0.788 -3.289  0.00
C27 -1.242 2.170 -3.363  0.00
C28 -1.731 2.718 -4.532  0.00
C29 -1.991 1.896 -5.626  0.00
C30 -1.766 0.528 -5.555  0.00
C31 -1.277 -0.034 -4.386  0.00
H15 0.764 2.098 -1.203  0.00
H16 1.829 0.925 -1.999  0.00
H17 1.134 -2.173 1.419  0.00
H18 2.469 -4.255 1.194  0.00
H19 4.566 -4.238 -0.093  0.00
H20 5.357 -2.163 -1.184  0.00
H21 4.059 -0.085 -0.950  0.00
H22 3.050 2.774 -0.876  0.00
H23 4.615 4.402 0.079  0.00
H24 5.202 4.308 2.473  0.00
H25 4.213 2.583 3.936  0.00
H26 2.649 0.922 3.005  0.00
H27 -1.541 -2.327 -0.700  0.00
H28 -0.914 -4.705 -0.996  0.00
H29 1.005 -5.294 -2.429  0.00
H30 2.298 -3.529 -3.576  0.00
H31 1.671 -1.168 -3.313  0.00
H32 -1.047 2.817 -2.514  0.00
H33 -1.906 3.783 -4.600  0.00
H34 -2.374 2.328 -6.541  0.00
H35 -1.972 -0.101 -6.409  0.00
H36 -1.107 -1.102 -4.336  0.00

## Properties
Multiplicity ... 2
Total charge ... +3
Expectation value of S² ... 1.019
DFT total energy ... -3806.6892 hartree

=====

# 5
DFT (ωB97M-V/def2-TZVPD) results for a molecular structure, C31H36FeN7O2PS.

Each line ends with the Mulliken charge.
CARTESIAN COORDINATES (ANGSTROEM)
Fe1 0.312 -0.090 -0.550  -0.08
C1 2.116 1.840 0.930  -1.67
N1 1.271 0.670 1.222  0.97
C2 0.074 1.042 2.037  -1.42
C3 -0.922 1.779 1.183  0.85
C4 -1.525 2.966 1.540  -1.06
C5 -2.431 3.545 0.664  -0.59
C6 -2.676 2.923 -0.544  -1.16
C7 -2.004 1.750 -0.850  -0.45
N2 -1.148 1.166 -0.003  1.30
C8 1.970 -0.428 1.899  -1.45
C9 1.172 -1.715 1.785  1.08
C10 1.421 -2.804 2.605  -1.26
C11 0.673 -3.959 2.431  -0.70
C12 -0.293 -3.988 1.437  -0.97
C13 -0.478 -2.859 0.656  -0.62
N3 0.230 -1.738 0.833  0.84
C14 2.037 2.297 -0.510  0.77
C15 2.763 3.407 -0.928  -1.00
C16 2.632 3.842 -2.234  -0.58
C17 1.775 3.158 -3.087  -1.00
C18 1.099 2.057 -2.600  -0.66
N4 1.239 1.627 -1.340  0.89
H1 3.155 1.625 1.195  0.62
H2 1.818 2.678 1.567  0.48
H3 0.360 1.589 2.940  0.50
H4 -0.405 0.113 2.347  0.40
H5 -1.302 3.419 2.497  0.54
H6 -2.925 4.473 0.919  0.46
H7 -3.366 3.341 -1.261  0.52
H8 -2.142 1.268 -1.798  0.57
H9 2.146 -0.193 2.956  0.65
H10 2.953 -0.557 1.440  0.40
H11 2.173 -2.738 3.380  0.58
H12 0.840 -4.819 3.065  0.47
H13 -0.900 -4.865 1.269  0.52
H14 -1.204 -2.845 -0.146  0.36
H15 3.402 3.930 -0.229  0.58
H16 3.175 4.710 -2.580  0.45
H17 1.624 3.482 -4.106  0.53
H18 0.399 1.494 -3.207  0.56
C19 4.469 -1.862 -3.576  -0.70
N5 3.047 -2.199 -4.040  0.12
C20 2.746 -3.660 -3.658  -0.73
N6 2.938 -3.868 -2.268  0.23
C21 4.300 -3.504 -1.885  -1.00
N7 4.611 -2.107 -2.186  0.19
C22 3.846 -1.179 -1.350  -1.68
P1 2.015 -1.371 -1.584  3.26
C23 2.040 -1.267 -3.442  -1.19
C24 1.927 -3.206 -1.442  -1.54
H19 4.640 -0.815 -3.827  0.38
H20 5.137 -2.503 -4.153  0.37
H21 3.004 -2.116 -5.057  0.36
H22 3.443 -4.265 -4.241  0.38
H23 1.719 -3.856 -3.966  0.39
H24 5.000 -4.139 -2.430  0.31
H25 4.430 -3.678 -0.818  0.38
H26 4.144 -0.148 -1.563  0.44
H27 4.109 -1.381 -0.309  0.32
H28 2.280 -0.255 -3.773  0.40
H29 1.054 -1.535 -3.822  0.64
H30 0.927 -3.531 -1.736  0.25
H31 2.073 -3.501 -0.400  0.36
O1 -7.563 -2.104 -1.620  -0.45
C25 -6.684 -1.583 -0.750  0.63
O2 -7.037 -1.233 0.339  -0.53
C26 -5.253 -1.459 -1.195  0.57
C27 -4.301 -1.285 -0.194  -1.24
C28 -2.965 -1.139 -0.514  -0.06
C29 -2.544 -1.138 -1.847  0.56
S1 -0.846 -0.930 -2.320  -0.09
C30 -3.504 -1.291 -2.848  -1.34
C31 -4.840 -1.459 -2.524  -0.98
H32 -7.121 -2.437 -2.408  0.29
H33 -4.636 -1.257 0.834  0.57
H34 -2.250 -0.969 0.277  0.12
H35 -3.202 -1.270 -3.887  0.52
H36 -5.555 -1.547 -3.334  0.30

## Properties
Total charge ... +2
DFT total energy ... -3739.5063 hartree

=====

# 6
DFT (ωB97M-V/def2-TZVPD) results for a molecular structure, C31H36GeN2OReSTe.

Each line ends with the Mulliken spin population.
CARTESIAN COORDINATES (ANGSTROEM)
Re1 0.115 -0.061 0.609  0.98
N1 -0.441 -3.018 -1.677  -0.01
C1 0.283 -3.057 -0.552  0.00
S1 -0.427 -2.714 0.959  0.00
N2 1.582 -3.376 -0.606  0.00
C2 2.408 -3.631 -1.721  0.00
C3 3.735 -3.214 -1.640  0.00
C4 4.604 -3.444 -2.690  0.00
C5 4.161 -4.091 -3.837  0.00
C6 2.849 -4.528 -3.906  0.00
C7 1.971 -4.312 -2.852  0.00
H1 -1.338 -2.569 -1.569  0.00
H2 0.031 -2.872 -2.558  0.00
H3 2.051 -3.193 0.270  0.00
H4 4.074 -2.706 -0.745  0.00
H5 5.631 -3.113 -2.614  0.00
H6 4.840 -4.267 -4.661  0.00
H7 2.501 -5.062 -4.780  0.00
H8 0.970 -4.718 -2.895  0.00
C8 3.489 0.126 0.326  0.02
O1 2.299 -0.644 0.214  -0.02
C9 1.346 -0.377 -0.857  -0.06
C10 1.913 -0.063 -2.203  0.01
H9 3.376 1.104 -0.141  0.00
H10 4.318 -0.409 -0.146  0.00
H11 3.697 0.259 1.387  -0.01
H12 2.902 -0.505 -2.346  0.00
H13 1.996 1.016 -2.388  0.00
H14 1.257 -0.454 -2.984  0.00
C11 -0.102 4.501 0.675  0.00
Te1 0.669 2.771 -0.297  0.04
C12 2.559 3.673 -0.726  -0.01
H15 0.587 4.837 1.446  0.00
H16 -1.054 4.230 1.125  0.00
H17 -0.249 5.273 -0.074  0.00
H18 2.380 4.507 -1.399  0.00
H19 3.196 2.941 -1.217  0.00
H20 3.031 4.016 0.192  0.00
C13 -1.578 0.419 1.304  0.09
Ge1 -3.337 1.161 1.294  0.00
C14 -4.177 0.791 -0.435  0.00
C15 -4.696 1.733 -1.319  0.00
C16 -5.287 1.343 -2.516  0.00
C17 -5.367 0.000 -2.847  0.00
C18 -4.835 -0.952 -1.987  0.00
C19 -4.243 -0.557 -0.797  -0.01
C20 -4.388 0.209 2.658  0.00
C21 -5.623 -0.370 2.379  0.00
C22 -6.322 -1.071 3.354  0.00
C23 -5.794 -1.202 4.629  0.00
C24 -4.566 -0.626 4.926  0.00
C25 -3.872 0.071 3.947  0.00
C26 -3.309 3.036 1.884  -0.01
C27 -4.149 4.051 1.429  0.00
C28 -4.099 5.326 1.981  0.00
C29 -3.225 5.601 3.021  0.00
C30 -2.396 4.598 3.503  0.00
C31 -2.431 3.335 2.929  0.00
H21 -1.420 -0.237 2.217  -0.05
H22 -4.622 2.789 -1.095  0.00
H23 -5.683 2.092 -3.191  0.00
H24 -5.839 -0.304 -3.773  0.00
H25 -4.882 -2.003 -2.247  0.00
H26 -3.817 -1.307 -0.137  0.00
H27 -6.049 -0.277 1.386  0.00
H28 -7.281 -1.517 3.117  0.00
H29 -6.334 -1.752 5.389  0.00
H30 -4.147 -0.724 5.920  0.00
H31 -2.912 0.510 4.195  0.01
H32 -4.875 3.854 0.651  0.00
H33 -4.754 6.102 1.604  0.00
H34 -3.193 6.591 3.459  0.00
H35 -1.714 4.802 4.319  0.00
H36 -1.752 2.568 3.288  0.01

## Properties
Multiplicity ... 2
Expectation value of S² ... 0.766
DFT total energy ... -4208.7920 hartree